[1]
Below is the molecule C4H8O at a distorted geometry, with properties calculated with ωB97M-V/def2-TZVPD.

Computed properties:
energy above the lowest of the compared OMol25 structures with the same formula, charge and spin = 105.82 kJ/mol
E = -6324.071 eV
spin multiplicity = 1
SMILES = CC(C)C=O
frontier orbital gap = 10.817 eV
HOMO energy = -0.3624 hartree

```
13
Properties=species:S:1:pos:R:3:mulliken_charge:R:1
C 0.885 0.793 -0.618 -1.3062
C 0.024 -0.444 -0.273 0.6130
C -1.309 0.015 -0.008 -1.5898
C 0.663 -0.951 1.050 -0.1471
O 1.524 -0.370 1.673 -0.4724
H 1.627 0.591 -1.364 0.3645
H 1.384 1.251 0.235 0.3301
H 0.319 1.551 -1.189 0.3316
H 0.015 -1.183 -1.104 0.2977
H -1.931 0.267 -0.944 0.3367
H -1.476 0.915 0.490 0.4493
H -1.948 -0.618 0.573 0.3754
H 0.222 -1.817 1.480 0.4172
```

---

[2]
Below is the molecule C4H8O at a distorted geometry, with properties calculated with ωB97M-V/def2-TZVPD.

Computed properties:
energy above the lowest of the compared OMol25 structures with the same formula, charge and spin = 126.29 kJ/mol
E = -6323.859 eV
spin multiplicity = 1
SMILES = CC1(C)CO1
frontier orbital gap = 11.049 eV
HOMO energy = -0.3684 hartree

```
13
Properties=species:S:1:pos:R:3:mulliken_charge:R:1
C 0.047 -1.422 0.326 -1.2664
C -0.298 0.031 0.172 1.1516
C 0.924 1.141 0.379 -1.2644
C -1.353 0.487 -0.739 -0.6566
O -1.533 0.461 0.655 -0.4715
H -0.781 -2.029 -0.049 0.3709
H 0.194 -1.668 1.376 0.2879
H 0.947 -1.663 -0.227 0.3059
H 1.460 0.869 1.280 0.3314
H 0.481 2.122 0.484 0.3867
H 1.580 1.087 -0.479 0.3090
H -1.281 1.474 -1.183 0.2506
H -1.948 -0.224 -1.301 0.2650
```

---

[3]
Below is a cluster of 2 separate species, C4H8O in total at a distorted geometry, with properties calculated with ωB97M-V/def2-TZVPD.

Computed properties:
energy above the lowest of the compared OMol25 structures with the same formula, charge and spin = 398.85 kJ/mol
E = -6321.034 eV
spin multiplicity = 1
frontier orbital gap (spin up / spin down) = 8.074 / 8.364 eV
HOMO energy (spin up / spin down) = -0.2588 / -0.2677 hartree

```
13
Properties=species:S:1:pos:R:3:mulliken_charge:R:1
C 0.819 0.864 0.439 -0.2858
C -0.663 0.894 0.000 -0.3649
C -1.121 -0.451 0.478 -0.3760
O -0.082 -1.219 0.645 -0.2033
C 1.087 -0.617 0.438 -0.4875
H 1.471 1.447 -0.216 0.2821
H 0.917 1.270 1.465 0.2537
H -0.732 0.948 -1.102 0.2458
H -1.227 1.735 0.414 0.2864
H -2.082 -0.944 0.421 0.3589
H -0.512 -1.469 -2.029 0.0665
H 1.923 -1.128 0.897 0.3084
H 0.203 -1.330 -1.850 -0.0843
```

---

[4]
Below is a structure of composition C4H8O at a distorted geometry, with properties calculated with ωB97M-V/def2-TZVPD.

Computed properties:
energy above the lowest of the compared OMol25 structures with the same formula, charge and spin = 441.73 kJ/mol
E = -6320.590 eV
spin multiplicity = 1
frontier orbital gap = 8.239 eV
HOMO energy = -0.2846 hartree

```
13
Properties=species:S:1:pos:R:3:mulliken_charge:R:1
C -1.790 -0.399 0.409 -1.2379
C -0.645 -0.483 -0.561 -0.1399
C 0.463 0.348 -0.466 0.1348
O 0.374 1.750 -0.276 -0.4609
C 1.901 -0.025 -0.115 -0.9004
H -2.769 -0.620 -0.045 0.3273
H -2.067 0.647 0.683 0.4164
H -1.541 -0.971 1.295 0.2746
H -0.745 -1.005 -1.505 0.3778
H 0.079 1.155 0.582 0.3305
H 2.009 -0.100 0.974 0.2485
H 2.591 0.730 -0.499 0.2911
H 2.141 -1.026 -0.476 0.3382
```

---

[5]
Below is the ion C4H8O with charge +1, with properties calculated with ωB97M-V/def2-TZVPD.

Computed properties:
energy above the lowest of the compared OMol25 structures with the same formula, charge and spin = 74.95 kJ/mol
E = -6315.231 eV
spin multiplicity = 2
total charge = +1
frontier orbital gap (spin up / spin down) = 11.802 / 8.137 eV
HOMO energy (spin up / spin down) = -0.6442 / -0.6533 hartree

```
13
Properties=species:S:1:pos:R:3:mulliken_charge:R:1
C 1.304 0.095 -0.790 0.0432
C 0.106 -0.428 0.051 0.5714
C 0.134 0.466 1.297 -1.2333
C -1.178 -0.345 -0.742 -1.3626
O 2.407 -0.314 -0.726 -0.0538
H 1.082 0.939 -1.483 0.4229
H 0.346 -1.461 0.304 0.3124
H 1.069 0.381 1.842 0.4012
H -0.043 1.510 1.055 0.3869
H -0.678 0.119 1.936 0.3556
H -1.392 0.681 -1.045 0.3863
H -1.193 -0.968 -1.631 0.4113
H -1.964 -0.675 -0.069 0.3585
```

---

[6]
Below is the molecule C4H8O2, with properties calculated with ωB97M-V/def2-TZVPD.

Computed properties:
energy above the lowest of the compared OMol25 structures with the same formula, charge and spin = 163.04 kJ/mol
E = -8371.592 eV
spin multiplicity = 1
SMILES = CO[C@@H](C)C=O
frontier orbital gap = 10.600 eV
HOMO energy = -0.3539 hartree

```
14
Properties=species:S:1:pos:R:3:mulliken_charge:R:1
C -0.682 1.807 0.330 -0.6556
O 0.117 0.701 0.737 -0.3467
C 0.386 -0.258 -0.285 0.4661
C 1.349 -1.285 0.293 -1.2998
C -0.985 -0.841 -0.599 -0.0530
O -1.703 -0.441 -1.485 -0.4594
H -0.065 2.631 -0.058 0.2398
H -1.400 1.520 -0.445 0.3166
H -1.250 2.142 1.204 0.2357
H 0.795 0.220 -1.188 0.2687
H 2.136 -0.771 0.853 0.3187
H 0.836 -1.965 0.983 0.3259
H 1.820 -1.888 -0.490 0.3613
H -1.354 -1.570 0.152 0.2816
```

---

[7]
Below is a cluster of 2 separate species, C4H8O2 in total at a distorted geometry, with properties calculated with ωB97M-V/def2-TZVPD.

Computed properties:
energy above the lowest of the compared OMol25 structures with the same formula, charge and spin = 239.26 kJ/mol
E = -8370.802 eV
spin multiplicity = 1
SMILES = C=CO.CC=O
frontier orbital gap = 9.589 eV
HOMO energy = -0.3286 hartree

```
14
Properties=species:S:1:pos:R:3:mulliken_charge:R:1
C -1.402 2.138 0.158 -0.6108
C -1.353 1.366 -0.929 0.0429
O -0.239 1.004 -1.623 -0.4964
H -2.383 2.496 0.457 0.2306
H -0.614 2.315 0.880 0.2276
H -2.257 0.845 -1.246 0.2879
H -0.218 0.044 -1.621 0.3338
C 1.475 -1.430 1.136 -0.9096
C 0.897 -1.676 -0.227 0.2354
O -0.281 -1.580 -0.460 -0.5289
H 1.574 -0.339 1.222 0.2205
H 2.416 -1.912 1.388 0.3399
H 0.786 -1.687 1.947 0.3066
H 1.598 -1.582 -1.081 0.3205
```

---

[8]
Below is the molecule C4H8O2, with properties calculated with ωB97M-V/def2-TZVPD.

Computed properties:
energy above the lowest of the compared OMol25 structures with the same formula, charge and spin = 454.10 kJ/mol
E = -8368.575 eV
spin multiplicity = 1
frontier orbital gap = 9.387 eV
HOMO energy = -0.3339 hartree

```
14
Properties=species:S:1:pos:R:3:mulliken_charge:R:1
C -0.309 1.562 -0.609 -1.2077
C -0.730 0.325 0.218 0.5347
O -2.113 0.070 0.076 -0.5053
C 0.117 -0.736 -0.357 -0.7833
C 1.422 -0.917 0.329 -0.2005
O 0.728 -1.968 1.031 -0.3654
H -0.335 1.347 -1.684 0.3335
H -1.029 2.358 -0.405 0.3375
H 0.695 1.910 -0.343 0.3485
H -0.555 0.528 1.284 0.2485
H -2.196 -0.555 -0.658 0.3484
H 0.287 -2.452 0.299 0.4213
H 1.750 -0.185 1.076 0.2578
H 2.268 -1.289 -0.258 0.2319
```